*1*
The following is a DFT calculation (the ωB97M-V functional and the def2-TZVPD basis) of one molecule with the formula C5H8N2O2.

Calculated values
- SMILES = C/C=N/N=C(/O)C(C)=O
- spin multiplicity = 1

Positions of all 17 atoms, in Å:
C  -1.71  1.53  1.71
C  -0.93  0.28  1.58
N  -0.90  -0.42  0.51
N  -0.46  -1.55  0.14
C  0.56  -1.75  -0.66
O  0.83  -2.93  -1.30
C  1.29  -0.64  -1.29
C  0.92  0.77  -1.12
O  2.24  -1.03  -2.00
H  -1.11  2.39  2.16
H  -2.55  1.27  2.33
H  -2.09  1.73  0.72
H  -0.37  0.04  2.41
H  1.73  -2.78  -1.84
H  1.20  1.15  -0.18
H  -0.18  0.77  -1.38
H  1.54  1.18  -1.81

---

*2*
The following is a DFT calculation (the ωB97M-V functional and the def2-TZVPD basis) of C5H8N2O2 as an isolated structure.

Calculated values
- spin multiplicity = 1

Positions of all 17 atoms, in Å:
C  1.56  -0.01  0.86
C  0.90  0.25  -0.59
C  0.27  1.58  -0.96
C  -0.56  -0.82  0.62
C  -0.23  -0.62  -0.76
H  2.05  -1.25  0.54
H  2.49  1.10  0.91
H  0.25  -0.14  2.00
H  -0.09  1.70  -1.91
H  0.69  2.35  -0.29
H  -2.25  0.53  0.99
H  -1.17  -0.34  -1.22
H  0.56  -0.94  -2.36
N  -1.03  0.55  0.94
N  0.96  -1.16  -1.41
O  -1.18  1.44  -0.35
O  -0.53  -1.57  1.55

---

Of them, *1* has the highest stability.

---

*1*
The following is a DFT calculation (the ωB97M-V functional and the def2-TZVPD basis) of a 2-piece molecular cluster, CH7N6 overall.

Calculated values
- total charge = +1
- spin multiplicity = 1

Positions of all 14 atoms, in Å:
C  2.06  -0.64  -0.07
N  2.18  1.81  -0.08
N  0.99  -1.44  0.13
N  2.04  0.60  -0.01
N  -2.74  0.19  -0.86
N  -1.39  0.39  0.85
N  -2.51  0.45  0.42
H  3.08  -1.02  -0.33
H  2.39  2.21  0.82
H  -3.68  -0.15  -0.90
H  -2.08  -0.11  -1.71
H  0.20  -0.85  0.40
H  -1.33  0.86  1.70
H  0.80  -2.32  -0.37

---

*2*
The following is a DFT calculation (the ωB97M-V functional and the def2-TZVPD basis) of a 2-piece molecular cluster, CH7N6 overall.

Calculated values
- total charge = +1
- spin multiplicity = 1

Positions of all 14 atoms, in Å:
C  0.19  1.26  0.34
N  0.78  3.54  -0.10
N  0.49  0.19  -0.24
N  0.31  2.48  -0.03
N  -1.38  -0.98  -0.84
N  0.49  -2.03  0.27
N  -0.32  -0.92  0.05
H  -0.43  1.18  1.34
H  1.89  3.75  0.17
H  -0.99  -1.17  -1.83
H  -1.76  -1.92  -0.70
H  1.12  -2.08  1.00
H  0.85  -2.57  -0.54
H  -1.25  -0.73  1.12

---

Of them, *1* has the highest stability.

---

*1*
The following is a DFT calculation (the ωB97M-V functional and the def2-TZVPD basis) of a 2-piece molecular cluster, C3H10O2S2 overall.

Calculated values
- SMILES = OCCCSS.O
- spin multiplicity = 1

Positions of all 17 atoms, in Å:
O  -0.60  -1.35  1.88
C  0.43  -0.36  2.06
C  1.21  0.20  0.92
C  0.58  1.39  0.08
S  -0.19  0.66  -1.33
S  -2.14  1.44  -1.06
H  -1.21  -0.92  1.25
H  1.08  -0.89  2.75
H  -0.06  0.55  2.51
H  1.56  -0.66  0.33
H  2.11  0.73  1.27
H  1.41  1.99  -0.26
H  -0.10  2.05  0.65
H  -2.07  2.13  -2.20
O  -0.66  -2.04  -3.15
H  -1.35  -2.20  -2.51
H  0.01  -2.73  -3.18

---

*2*
The following is a DFT calculation (the ωB97M-V functional and the def2-TZVPD basis) of a 2-piece molecular cluster, C3H10O2S2 overall.

Calculated values
- SMILES = OCCCSS.O
- spin multiplicity = 1

Positions of all 17 atoms, in Å:
O  -0.28  1.22  -1.94
C  0.76  1.90  -1.27
C  1.53  1.03  -0.27
C  0.65  0.47  0.85
S  0.80  -1.32  1.11
S  -0.46  -2.01  -0.38
H  0.02  0.35  -2.23
H  1.50  2.25  -1.99
H  0.26  2.71  -0.74
H  2.00  0.23  -0.86
H  2.38  1.60  0.11
H  0.85  0.96  1.80
H  -0.39  0.72  0.64
H  -1.34  -2.57  0.46
O  -2.46  1.32  1.24
H  -2.57  1.57  0.32
H  -3.29  0.92  1.52

---

Of them, *2* has the highest stability.

---

*1*
The following is a DFT calculation (the ωB97M-V functional and the def2-TZVPD basis) of one molecule with the formula CH5N3O3.

Calculated values
- SMILES = [H]/N=[N+](\[O-])ONOC
- spin multiplicity = 1

Positions of all 12 atoms, in Å:
H  -3.53  0.93  0.74
N  -2.57  1.03  0.41
N  -2.10  -0.04  0.03
O  -2.59  -1.13  -0.02
O  -0.76  -0.16  -0.50
N  0.30  0.81  -0.47
O  1.19  0.52  0.52
C  2.15  -0.48  0.22
H  0.72  0.71  -1.40
H  2.98  -0.04  -0.35
H  1.70  -1.30  -0.35
H  2.52  -0.85  1.17

---

*2*
The following is a DFT calculation (the ωB97M-V functional and the def2-TZVPD basis) of one molecule with the formula CH5N3O3.

Calculated values
- SMILES = ON=C(NO)NO
- spin multiplicity = 1

Positions of all 12 atoms, in Å:
O  2.24  -0.25  0.06
N  0.94  -0.97  0.07
C  0.04  -0.08  0.11
N  0.26  1.24  -0.32
O  -0.83  1.87  0.00
N  -1.24  -0.28  0.17
O  -1.49  -1.71  -0.06
H  3.11  -0.92  0.12
H  1.30  1.75  -0.37
H  -0.93  2.24  1.08
H  -2.01  0.30  -0.22
H  -0.73  -2.11  -0.66

---

Of them, *1* has the highest stability.

---

*1*
The following is a DFT calculation (the ωB97M-V functional and the def2-TZVPD basis) of a 2-piece molecular cluster, H3N3O2S overall.

Calculated values
- SMILES = [H]/N=N\[N+](=O)[O-].S
- spin multiplicity = 1

Positions of all 9 atoms, in Å:
H  -0.84  2.02  0.21
N  -1.47  1.36  -0.27
N  -0.92  0.63  -0.99
N  0.69  0.84  -1.02
O  1.01  1.73  -0.28
O  1.26  0.15  -1.80
S  0.05  -2.14  1.96
H  -0.65  -2.94  1.15
H  0.86  -1.65  1.03

---

*2*
The following is a DFT calculation (the ωB97M-V functional and the def2-TZVPD basis) of a 2-piece molecular cluster, H3N3O2S overall.

Calculated values
- spin multiplicity = 1

Positions of all 9 atoms, in Å:
N  0.81  0.10  1.05
N  0.66  -0.61  -0.09
N  -0.57  0.84  -1.20
O  -0.29  -1.57  0.20
O  -1.21  0.49  -2.16
S  -0.78  2.00  -0.20
H  1.17  1.08  0.87
H  0.36  -0.08  1.98
H  -0.15  -2.25  -0.45

---

*3*
The following is a DFT calculation (the ωB97M-V functional and the def2-TZVPD basis) of H3N3O2S as an isolated structure.

Calculated values
- spin multiplicity = 1

Positions of all 9 atoms, in Å:
N  -0.19  -0.31  2.02
N  1.31  0.80  -1.81
N  0.81  -0.26  -1.41
O  -1.37  -0.23  2.64
O  -1.49  -1.19  0.25
S  -0.10  -0.84  0.57
H  2.26  1.01  -2.37
H  0.76  1.68  -1.85
H  -1.99  -0.67  1.96

---

Of them, *1* has the highest stability.

---

*1*
The following is a DFT calculation (the ωB97M-V functional and the def2-TZVPD basis) of one molecule with the formula CHIOS2.

Calculated values
- spin multiplicity = 1

Positions of all 6 atoms, in Å:
C  1.31  -0.02  -1.06
O  -0.93  -0.24  -1.84
S  2.69  0.68  -0.67
S  -0.16  0.93  -1.54
I  -1.07  2.53  0.55
H  0.82  -1.03  -1.00

---

*2*
The following is a DFT calculation (the ωB97M-V functional and the def2-TZVPD basis) of one molecule with the formula CHIOS2.

Calculated values
- spin multiplicity = 1

Positions of all 6 atoms, in Å:
C  0.09  0.41  0.76
O  -0.91  -1.69  -0.39
S  0.23  1.48  -0.56
S  -0.46  -1.15  0.89
I  0.73  0.10  -2.42
H  0.32  0.86  1.72

---

Of them, *2* has the highest stability.

---

*1*
The following is a DFT calculation (the ωB97M-V functional and the def2-TZVPD basis) of a 2-piece molecular cluster, CH4NOS overall.

Calculated values
- total charge = -1
- spin multiplicity = 1

Positions of all 8 atoms, in Å:
S  0.28  -0.36  2.89
H  1.40  0.34  2.67
C  -0.44  -0.38  -1.44
N  0.01  0.34  -0.41
O  -0.46  -0.02  -2.61
H  -0.76  -1.39  -1.13
H  0.14  1.34  -0.55
H  -0.17  0.14  0.58

---

*2*
The following is a DFT calculation (the ωB97M-V functional and the def2-TZVPD basis) of a 3-piece molecular cluster, CH4NOS overall.

Calculated values
- total charge = -1
- spin multiplicity = 1

Positions of all 8 atoms, in Å:
C  -2.10  1.11  -0.03
N  -2.44  -1.27  -0.30
O  -3.18  -1.78  0.56
S  7.59  0.11  0.02
H  -1.86  1.43  -1.05
H  -3.09  1.52  0.25
H  -1.44  -1.56  -0.19
H  6.52  0.43  0.73

---

Of them, *1* has the highest stability.

---

*1*
The following is a DFT calculation (the ωB97M-V functional and the def2-TZVPD basis) of a 2-piece molecular cluster, ClH2NO2Si overall.

Calculated values
- SMILES = O=[SiH2].O=NCl
- spin multiplicity = 1

Positions of all 7 atoms, in Å:
O  0.08  -0.88  1.67
Si  0.61  0.43  1.06
H  0.70  1.69  1.55
H  1.45  0.44  -0.06
O  -1.47  0.09  -0.62
N  -1.29  -0.91  -1.14
Cl  -0.08  -0.87  -2.46

---

*2*
The following is a DFT calculation (the ωB97M-V functional and the def2-TZVPD basis) of a 2-piece molecular cluster, ClH2NO2Si overall.

Calculated values
- SMILES = O=[SiH2].O=NCl
- spin multiplicity = 1

Positions of all 7 atoms, in Å:
O  -0.90  1.06  0.16
Si  -0.79  -0.42  0.18
H  -1.25  -1.28  -0.80
H  -0.27  -1.11  1.28
O  2.33  -4.01  -1.52
N  2.32  -4.70  -0.55
Cl  0.79  -4.88  0.24

---

Of them, *2* has the highest stability.

---

*1*
The following is a DFT calculation (the ωB97M-V functional and the def2-TZVPD basis) of a 2-piece molecular cluster, C2H6N3O2 overall.

Calculated values
- total charge = -1
- spin multiplicity = 1

Positions of all 13 atoms, in Å:
C  -0.01  1.46  1.39
C  1.36  -0.74  -0.82
N  -0.66  -0.41  -1.65
N  0.52  0.00  -1.37
N  -1.33  -1.27  -0.96
O  -0.93  -1.68  0.15
O  -2.50  -1.50  -1.36
H  -0.63  2.31  1.23
H  0.87  1.44  0.69
H  0.42  1.67  2.39
H  1.29  -1.72  -0.37
H  -0.72  0.69  1.23
H  2.33  -0.25  -0.55

---

*2*
The following is a DFT calculation (the ωB97M-V functional and the def2-TZVPD basis) of a 2-piece molecular cluster, C2H6N3O2 overall.

Calculated values
- total charge = -1
- spin multiplicity = 1

Positions of all 13 atoms, in Å:
C  1.12  -0.54  0.18
C  0.14  0.20  -0.65
N  -2.49  0.09  -0.06
N  -2.60  1.28  -0.04
N  -0.01  1.57  -0.52
O  0.43  2.21  0.44
O  -3.17  -0.77  0.45
H  2.01  -0.88  -0.51
H  1.53  0.11  0.92
H  0.82  -1.44  0.62
H  0.15  -0.19  -1.67
H  -1.09  0.08  -0.35
H  -3.54  1.60  0.27

---

Of them, *1* has the highest stability.